No. 1
The following is a DFT calculation (ωB97M-V with the def2-TZVPD basis set) of a molecular structure, C9H23Li2NO3 at a distorted geometry.

Values from the calculation:
F_max = 0.0564 hartree/bohr
ΔE to the lowest compared entry with this formula, charge and spin = 45.7 kcal/mol
Energy = -17750.1886 eV

Structure (ORCA input):
```
! wB97M-V def2-TZVPD RIJCOSX def2/J DEFGRID3
* xyz 0 1
Li -0.90629 -0.78455 -0.92139
Li -1.14311 -1.90112 -3.28843
O -2.25367 -0.58554 -2.31114
H -3.18212 -0.29937 -2.41409
O 0.04306 -2.23495 -1.75998
H 0.44440 -2.53250 -0.92038
C -0.80270 2.09999 0.11148
C -0.08927 1.06599 1.06696
N -0.74069 -0.25982 1.10198
C -1.97700 -0.38765 1.88664
C -3.24147 0.22632 1.30573
C 0.31181 -1.09019 1.70234
C -0.04348 -2.57670 1.96275
H -0.07337 2.80162 -0.29337
H -1.58667 2.70446 0.56765
H -1.28751 1.61197 -0.73403
H 0.98254 1.06273 0.86868
H -0.13661 1.50333 2.06424
H -2.21923 -1.45030 1.87232
H -1.81359 0.00988 2.88832
H -3.95211 0.29223 2.12960
H -3.04965 1.13843 0.74064
H -3.59998 -0.47065 0.54823
H 0.53918 -0.74004 2.70921
H 1.28628 -1.06888 1.21444
H 0.17485 -3.24596 1.13058
H -1.06805 -2.87296 2.18766
H 0.58758 -2.96471 2.76232
C 3.46616 -0.01595 -2.03606
C 2.28943 0.85218 -1.82049
O 1.21470 0.38368 -1.42453
C 2.58434 2.29484 -1.66490
H 4.16725 0.13970 -1.21610
H 4.08771 0.28000 -2.88116
H 3.03476 -1.00042 -2.21717
H 3.01081 2.38231 -0.66562
H 1.69902 2.90805 -1.83305
H 3.24268 2.72454 -2.41992
*
```


No. 2
The following is a DFT calculation (ωB97M-V with the def2-TZVPD basis set) of a molecular structure, C9H23N2O9Sr at a distorted geometry.

Values from the calculation:
F_max = 0.3067 hartree/bohr
Energy = -31928.4537 eV

Structure (ORCA input):
```
! wB97M-V def2-TZVPD RIJCOSX def2/J DEFGRID3
* xyz 1 1
Sr -1.15092 -1.38117 2.29446
N -1.25895 0.61476 0.98578
O -1.94216 -0.37470 0.93914
O -1.10701 1.36493 0.07514
O -0.52050 0.65466 1.93538
C -2.20818 -0.55065 -1.55424
N -1.73624 -1.34665 -2.68686
O -1.65643 -0.79577 -3.71044
O -1.52582 -2.53593 -2.51300
H -1.35450 -0.38305 -0.89754
H -3.09083 -0.93647 -1.04417
H -2.52937 0.46207 -1.79785
C 1.64826 3.86973 2.67369
O 1.50158 2.77342 1.70351
C 1.28212 3.23393 0.39269
C 1.28482 2.02130 -0.62044
O 2.54878 1.60195 -1.03821
C 2.50023 0.58219 -1.99076
H 1.66567 3.42090 3.66684
H 0.76841 4.51188 2.71398
H 2.50038 4.54740 2.62102
H 1.87716 4.11360 0.14728
H 0.26910 3.63439 0.35400
H 0.49345 2.12936 -1.36217
H 0.84312 1.21465 -0.03539
H 1.69951 0.81753 -2.69187
H 2.21952 -0.35550 -1.51111
H 3.45074 0.42679 -2.50113
C 1.71215 -0.21943 0.99474
O 0.55852 -1.04074 0.96876
C 0.25621 -1.70336 -0.28441
C -0.71024 -2.86856 -0.04346
O -1.82739 -2.55541 0.78739
C -2.88474 -3.54392 0.65839
H 1.49671 0.76211 1.41696
H 2.02008 -0.16432 -0.04939
H 2.35559 -0.77379 1.67795
H 1.17739 -2.09517 -0.71572
H 0.02853 -0.96882 -1.05688
H -0.06207 -3.71471 0.18460
H -0.95409 -3.15636 -1.06610
H -3.80414 -3.05064 0.97380
H -2.73723 -4.36294 1.36234
H -3.09722 -3.87947 -0.35667
*
```


No. 3
The following is a DFT calculation (ωB97M-V with the def2-TZVPD basis set) of C9H23N2PS in the gas phase at a distorted geometry.

Values from the calculation:
F_max = 0.0970 hartree/bohr
ΔE to the lowest compared entry with this formula, charge and spin = 4.2 kcal/mol
SMILES = CC[C@@H](C)NP(C)(=S)N[C@H](C)CC
Energy = -32808.6831 eV

Structure (ORCA input):
```
! wB97M-V def2-TZVPD RIJCOSX def2/J DEFGRID3
* xyz 0 1
C 3.59546 0.99918 1.28136
C 2.81011 2.09971 0.63503
C 1.23603 2.08861 0.96949
C 0.40028 3.28188 0.51347
N 0.72851 0.87975 0.32738
P -1.06675 -0.10616 1.16390
C -0.55233 -0.36049 2.86446
S -2.77023 0.86409 1.06931
N -1.00991 -1.67825 0.47479
C -1.64658 -1.84012 -0.79325
C -1.61379 -3.33587 -1.02327
C -0.93930 -1.05078 -1.89071
C -1.65952 -1.17093 -3.24500
H 3.05056 0.01913 1.27332
H 4.58826 0.78253 0.80926
H 3.97563 0.99883 2.39558
H 3.24312 3.06666 0.72444
H 2.70856 1.77245 -0.41740
H 1.13820 2.04288 2.05571
H 0.58670 3.65883 -0.42434
H -0.59474 2.87149 0.48094
H 0.40510 4.21145 1.12779
H 0.41089 1.12601 -0.60527
H -0.25443 0.74466 3.12660
H -1.29294 -0.95686 3.33988
H 0.38157 -0.83291 2.86686
H -0.13321 -2.05100 0.64223
H -2.77497 -1.56107 -0.69674
H -0.75674 -3.78793 -0.49812
H -2.52528 -3.93588 -0.54968
H -1.48550 -3.51630 -2.00606
H 0.04600 -1.42915 -1.98458
H -0.90802 0.09205 -1.70389
H -2.56943 -0.54414 -3.14933
H -1.02921 -0.89297 -3.96863
H -2.16781 -2.11387 -3.54069
*
```


No. 4
The following is a DFT calculation (ωB97M-V with the def2-TZVPD basis set) of a gas-phase ion, C9H23NO2P (charge +1) at a distorted geometry.

Values from the calculation:
F_max = 0.0777 hartree/bohr
ΔE to the lowest compared entry with this formula, charge and spin = 63.7 kcal/mol
SMILES = CC[C@@H]([NH3+])P(CCCO)CCCO
Energy = -24570.5606 eV

Structure (ORCA input):
```
! wB97M-V def2-TZVPD RIJCOSX def2/J DEFGRID3
* xyz 1 1
C 0.88136 3.59549 -0.20272
C -0.01459 2.41309 0.13463
C 0.65657 1.05428 0.08526
N 2.03847 1.05220 0.69096
P -0.38238 -0.40015 1.07307
C -1.67040 -0.64558 -0.32611
C -2.95570 -0.08512 0.25619
C -4.26240 -0.51712 -0.64196
O -5.20086 -0.73674 0.35853
C 0.87405 -1.76708 0.77818
C 1.41970 -2.14729 -0.59802
C 2.95238 -2.38547 -0.27998
O 3.70563 -1.10609 0.00330
H 1.85242 3.26590 -0.55045
H 0.52648 4.41180 -0.85336
H 1.25538 4.19816 0.67134
H -0.74385 2.32959 -0.69827
H -0.43699 2.51922 1.17545
H 0.95194 0.63147 -0.98946
H 1.84858 1.16244 1.69959
H 2.56873 1.88857 0.37390
H 2.54364 0.16124 0.52498
H -1.69173 -1.70584 -0.50293
H -1.13017 -0.18622 -1.15998
H -2.92902 1.08601 0.26462
H -3.12862 -0.52388 1.27014
H -4.69542 0.44946 -1.09144
H -4.13693 -1.42212 -1.19735
H -6.09616 -0.93425 0.09186
H 0.49795 -2.68046 1.23492
H 1.86774 -1.27691 1.38475
H 1.17643 -1.40359 -1.31189
H 1.06345 -3.07890 -0.88444
H 2.85064 -3.10269 0.53664
H 3.23905 -2.83617 -1.21786
H 4.70461 -1.27727 -0.10209
*
```


No. 5
The following is a DFT calculation (ωB97M-V with the def2-TZVPD basis set) of 4 unconnected molecules or ions with the total composition C9H23NO5S.

Values from the calculation:
F_max = 0.0170 hartree/bohr
ΔE to the lowest compared entry with this formula, charge and spin = 0.0 kcal/mol
SMILES = CCOS(C)(=O)=O.CC#N.CCO.CCO
Energy = -32267.6668 eV

Structure (ORCA input):
```
! wB97M-V def2-TZVPD RIJCOSX def2/J DEFGRID3
* xyz 0 1
C -0.78035 0.05649 -5.21497
C 0.37768 -0.47906 -4.40963
O 0.16365 -0.36690 -2.98365
S 0.65466 0.93140 -2.27671
C 2.38076 0.67184 -2.11081
O 0.41172 2.06534 -3.09634
O 0.09819 0.89570 -0.97059
H -1.63834 -0.61040 -5.16180
H -0.47680 0.12664 -6.26402
H -1.04491 1.06911 -4.92437
H 0.56248 -1.53301 -4.60854
H 1.31124 0.02003 -4.69330
H 2.75184 1.58630 -1.64262
H 2.90695 0.51771 -3.04562
H 2.51470 -0.14331 -1.40353
C 4.00950 -0.53245 2.04350
C 4.02143 0.72265 2.79816
N 4.02108 1.71328 3.37709
H 5.02151 -0.92846 1.98154
H 3.56855 -0.37595 1.06432
H 3.41852 -1.27819 2.57718
C -4.00177 -1.46314 2.81333
C -3.78184 -1.60535 1.33422
O -3.07897 -0.49244 0.79473
H -3.04199 -1.48350 3.32700
H -4.61618 -2.29000 3.17984
H -4.52718 -0.52900 3.00661
H -4.71462 -1.67655 0.77059
H -3.24087 -2.53478 1.10670
H -2.13289 -0.62695 0.93285
C -0.52106 1.69628 2.77265
C 0.29553 0.44127 2.53231
O -0.22785 -0.35167 1.46925
H -1.53647 1.50976 3.11708
H -0.57753 2.30078 1.86361
H -0.02183 2.31432 3.52660
H 0.26440 -0.19094 3.42123
H 1.33965 0.70736 2.34881
H -0.13260 0.14579 0.64731
*
```